1.
Molecular formula: C8H14N4O2
Method: DFT, ωB97M-V/def2-TZVPD

- HOMO (alpha / beta): -8.0 / -8.0 eV
- Orbital gap (alpha / beta): 7.03 / 7.65 eV
- Total charge: 0
- E_tot: -18574.8885 eV
- Energy above the lowest of the compared OMol25 structures with the same formula, charge and spin: 2.0974 eV
- LUMO (alpha / beta): -0.93 / -0.35 eV

The geometry in XYZ format:
```
28
Properties=species:S:1:pos:R:3:forces:R:3:nbo_charge:R:1
C -2.3919 -0.0055 -2.2693 2.0367 -0.8438 -0.0842 -0.04
C -1.2036 -0.5070 -2.9174 -0.6415 2.1758 3.9520 -0.04
C -0.7959 0.1839 -0.9063 -0.7112 -0.5543 -0.9331 0.34
C 0.0928 3.1177 2.2866 -2.3011 -1.1940 -0.2193 -0.61
C -0.5195 1.1059 3.6445 -2.1760 1.8033 -1.4861 -0.60
C 2.1716 -2.8032 -2.5883 -1.1998 -1.3300 0.6623 -0.72
C 0.2056 1.5898 2.3468 -0.7973 0.4143 2.3433 -0.10
C 1.2724 -2.3256 -1.4197 2.3016 0.2956 0.6197 0.85
N -2.1193 0.3757 -1.0354 -1.1177 0.1707 -0.3981 -0.44
N -0.1638 0.5563 0.2617 2.5390 0.7568 -0.5548 -0.19
N -0.6253 1.2094 1.2713 -1.4819 -2.0240 -2.8894 -0.14
N -0.1961 -0.3726 -2.0816 0.2262 0.9593 1.2783 -0.47
O 1.6346 -1.4952 -0.6004 0.2030 -0.7069 -0.3754 -0.68
O 0.2360 -3.1165 -1.1479 -0.3485 0.0613 0.9805 -0.68
H -3.2715 -0.0269 -2.8278 -1.9155 0.4119 0.0773 0.19
H -1.1142 -0.6434 -3.9202 0.5410 -1.0481 -2.6185 0.19
H 0.6305 3.8468 2.8418 0.5996 -0.0793 1.0184 0.23
H 0.3008 3.2171 1.2783 0.4996 1.4108 -2.1599 0.21
H -1.0257 3.2165 2.3570 1.0716 0.6771 0.1446 0.22
H -0.3958 1.8222 4.4440 0.5389 -0.0202 0.3458 0.21
H -0.2855 0.1301 3.9218 0.4420 -1.6366 0.5696 0.21
H -1.6602 1.1730 3.4354 1.8549 -0.3173 0.1633 0.23
H 3.2199 -2.5959 -2.3550 -0.3989 0.2596 -0.1504 0.24
H 2.0185 -3.9130 -2.5910 0.3472 0.7881 -0.0416 0.23
H 1.8748 -2.4990 -3.5918 0.0011 0.4849 0.2551 0.25
H 1.1859 1.2092 2.2545 1.4357 -0.4204 0.0089 0.18
H 0.8906 0.4276 0.1084 -1.3491 -0.2427 0.7588 0.42
H 0.0341 -2.8773 -0.2003 -0.1998 -0.2519 -1.2672 0.50
```
Positions in Å, forces in eV/Å.

=====

2.
Molecular formula: C22H49N2OP3STi
Method: DFT, ωB97M-V/def2-TZVPD

- HOMO (alpha / beta): -17.1 / -17.1 eV
- Orbital gap (alpha / beta): 6.94 / 7.27 eV
- Total charge: +3
- E_tot: -90429.0452 eV
- Energy above the lowest of the compared OMol25 structures with the same formula, charge and spin: 0.0000 eV
- LUMO (alpha / beta): -10.21 / -9.88 eV
- Multiplicity: 2

The geometry in XYZ format:
```
79
Properties=species:S:1:pos:R:3:forces:R:3:mulliken_charge:R:1
Ti -0.0973 -0.3773 -0.7332 -1.4177 1.0050 1.9263 -0.09
P 0.4081 -2.5926 -1.6776 0.1063 -1.9540 -0.7315 1.42
P 2.1858 -0.1312 0.1820 1.5205 -0.0091 0.9995 1.24
P -2.6568 0.0078 -0.8734 -1.6360 0.0784 0.1631 0.84
H 2.0315 4.3689 -0.6699 -0.2319 0.1159 0.1256 0.34
C 0.9586 4.5055 -0.5231 -0.2778 0.0808 0.4587 -0.67
C 0.3744 4.3983 0.6797 -0.0140 -0.4616 -0.5108 -0.50
H 0.9393 4.1442 1.5848 -0.1533 0.1885 -0.3592 0.31
C 1.7281 -2.6686 -2.9524 0.1440 0.2064 -0.1611 -1.48
C 0.8401 -4.0005 -0.5867 -0.0715 0.1460 0.5524 -1.49
C -1.0468 -3.1705 -2.6087 -0.2048 -0.0199 0.0551 -1.35
C 2.5069 1.4161 1.0886 -0.2053 0.3473 0.0761 -0.61
C 2.6555 -1.4244 1.3970 -0.0254 -0.2056 -0.0670 -1.06
C 3.5879 -0.1608 -0.9858 -0.1990 0.0794 -0.3995 -1.52
C -3.1538 1.5513 -0.0187 0.4067 0.1710 0.1194 -1.23
C -3.7658 -1.2236 -0.0839 0.1579 -0.2107 0.1183 -1.15
C -3.4939 0.2252 -2.4750 0.2706 -0.0356 -0.3328 -1.13
H 0.3953 4.8248 -1.4033 0.1137 -0.1760 0.2668 0.32
H -0.7097 4.5207 0.7943 0.4767 0.2111 0.0040 0.28
H 1.2998 -2.5931 -3.9608 0.0820 -0.0501 0.2393 0.50
H 2.2280 -3.6402 -2.8536 -0.0792 0.2105 -0.1249 0.46
H 2.4723 -1.8739 -2.8238 -0.1096 -0.2650 -0.0987 0.32
H 0.5898 -4.9442 -1.1000 0.0846 0.4218 0.0655 0.50
H 0.2768 -3.9374 0.3548 0.1066 -0.1041 -0.2801 0.37
H 1.9133 -3.9930 -0.3494 -0.3006 0.0348 -0.1412 0.48
H -0.7334 -4.0446 -3.1928 -0.1974 0.1106 0.0877 0.55
H -1.4166 -2.3971 -3.2939 0.1257 -0.1229 0.0719 0.29
H -1.8649 -3.4505 -1.9323 0.2216 0.0097 -0.1363 0.34
H 3.5944 1.5399 1.1996 -0.3407 -0.0155 0.0476 0.56
H 2.0375 1.3690 2.0815 0.2115 0.0122 -0.2664 0.23
H 2.0903 2.2837 0.5561 0.2213 -0.2562 0.1127 -0.24
H 3.7176 -1.6696 1.2512 -0.2928 0.0742 0.1957 0.53
H 2.0545 -2.3305 1.2522 0.2063 0.2116 0.1053 0.20
H 2.4960 -1.0596 2.4209 0.0672 -0.0914 -0.3066 0.21
H 4.4968 0.1398 -0.4445 -0.2552 -0.1452 -0.2021 0.51
H 3.3933 0.5545 -1.7968 0.2059 -0.1465 0.1329 0.45
H 3.7248 -1.1610 -1.4151 0.0857 0.2777 0.1840 0.42
H -4.2386 1.7041 -0.1242 0.3531 -0.1127 0.0103 0.47
H -2.6269 2.4096 -0.4609 -0.2033 -0.1450 0.1433 0.33
H -2.9028 1.4946 1.0488 -0.0884 0.0319 -0.2314 0.30
H -4.8120 -0.9677 -0.3094 0.3546 -0.0382 0.0142 0.44
H -3.6259 -1.2374 1.0048 -0.0774 0.0036 -0.3679 0.43
H -3.5515 -2.2276 -0.4766 -0.1506 0.2271 0.1174 0.28
H -4.5306 0.5476 -2.3059 0.2949 -0.1020 -0.0103 0.51
H -3.5035 -0.7263 -3.0187 -0.0291 0.1878 0.0041 0.40
H -2.9674 0.9753 -3.0753 -0.2588 -0.2173 0.0374 0.31
C 0.0298 0.9592 -3.7308 -0.3309 0.5809 -2.2326 0.89
C 0.6160 0.3918 -4.8682 -0.4537 0.0871 0.3207 -0.65
C 0.1756 0.8290 -6.1218 0.0836 0.1947 0.1293 -0.70
C -0.8030 1.8278 -6.2155 0.0734 -0.0325 0.1248 -0.69
C -1.2997 2.4403 -5.0598 0.4603 -0.0669 0.1500 -0.47
C -0.8413 2.0424 -3.7962 -0.0923 -0.4874 0.0013 -0.91
O 0.2235 0.3507 -2.4936 1.1414 -2.5511 1.1297 0.08
H 0.5143 -0.6758 -2.5801 -0.1562 2.4159 -1.1335 -0.31
H 1.3784 -0.3866 -4.7652 -0.2949 0.2150 -0.1303 0.48
H 0.6040 0.3873 -7.0253 -0.1702 0.1818 0.3329 0.44
H -1.1641 2.1483 -7.1964 0.1359 -0.1519 0.3793 0.43
H -2.0478 3.2267 -5.1267 0.2274 -0.0828 -0.0377 0.46
H -1.1928 2.5016 -2.8684 -0.0271 -0.0762 -0.3542 0.81
C 0.3358 -2.2193 6.2467 0.0458 -0.0085 0.1774 -1.38
C 0.6896 -1.3128 5.0833 0.0686 0.2712 0.5525 0.06
N -0.4356 -1.3255 4.1199 0.2123 -0.1642 -1.7997 -0.20
C -0.4654 -0.4962 3.0454 0.4204 0.4516 1.1246 0.16
S -0.9240 -1.1912 1.5215 0.2576 0.2654 -0.5465 -0.40
N -0.2199 0.8217 3.2146 -0.7614 -0.9174 -0.6926 0.34
C -0.6436 1.5171 4.4604 -0.0076 0.1232 0.3413 -0.73
C 0.4099 2.4609 5.0051 0.1058 0.1916 0.1630 -1.15
H -0.6291 -1.9485 6.6893 0.1953 0.0059 -0.0962 0.36
H 1.1012 -2.1310 7.0212 -0.0867 -0.1095 -0.0946 0.41
H 0.2900 -3.2646 5.9242 0.0096 0.1131 0.0944 0.38
H 0.8625 -0.2833 5.4166 -0.0205 -0.3274 -0.0683 0.14
H 1.6046 -1.6661 4.5770 -0.3211 0.1255 0.0950 0.13
H -0.7143 -2.2851 3.8760 0.0698 0.6016 0.2201 0.42
H -0.2944 1.3758 2.3566 0.0525 -0.2864 0.5373 0.07
H -1.5726 2.0669 4.2423 0.2646 -0.2278 -0.0283 0.38
H -0.8892 0.7380 5.1859 -0.0378 0.2195 -0.1756 0.49
H 0.4817 3.3750 4.4042 0.0639 -0.1914 0.1024 0.34
H 0.1221 2.7563 6.0218 0.0743 0.0156 -0.2614 0.38
H 1.3994 1.9916 5.0649 -0.1992 0.0631 -0.0316 0.30
```
Positions in Å, forces in eV/Å.

=====

3.
Molecular formula: C5H6N2
Method: DFT, ωB97M-V/def2-TZVPD

- HOMO: -9.2 eV
- Orbital gap: 10.10 eV
- Total charge: 0
- E_tot: -8259.4071 eV
- Energy above the lowest of the compared OMol25 structures with the same formula, charge and spin: 2.9513 eV
- LUMO: 0.91 eV

The geometry in XYZ format:
```
13
Properties=species:S:1:pos:R:3:forces:R:3:nbo_charge:R:1
C -3.1975 1.0130 0.0590 4.3513 -0.7093 -0.4507 -0.18
C -1.9769 0.7540 0.0060 -2.8717 0.5302 -0.2478 -0.06
C -0.5565 0.2831 -0.1547 -3.2971 -0.2592 1.2728 0.35
C 1.2215 -0.5731 -0.9931 2.5944 -1.4994 0.6364 -0.26
C 1.4394 -0.2738 0.4763 2.3603 -0.5485 1.7172 -0.23
H -4.2320 1.3000 -0.0410 0.4777 -0.1799 0.2608 0.25
H 2.1383 -0.2826 -1.5722 -1.1758 -0.1424 0.1141 0.21
H 1.1740 -1.7439 -1.0113 -0.6214 1.9430 -0.5884 0.20
H 1.8689 0.7798 0.6580 -0.4211 -1.3958 -0.3327 0.17
H 2.1076 -1.0588 1.0012 -1.0359 1.3401 -0.7851 0.21
H -0.0655 -0.0162 1.9019 -0.4763 0.1818 -0.6612 0.40
N 0.0188 0.1542 -1.2713 -0.4683 0.1866 -1.1503 -0.43
N 0.0598 -0.3355 0.9413 0.5838 0.5529 0.2149 -0.62
```
Positions in Å, forces in eV/Å.

=====

Which of these has the lowest E_tot? C22H49N2OP3STi

=====

energy above the lowest of the compared OMol25 structures with the same formula, charge and spin of number 2 (C22H49N2OP3STi)? 0.0000 eV